(1)
C19H19Cl2N3O9P2Rh | ωB97M-V/def2-TZVPD

Positions of all 55 atoms, in Å:
Rh  0.257  -0.581  -0.693
O  3.156  5.582  -0.305
C  1.928  5.406  -0.355
O  0.965  6.187  -0.314
C  1.523  3.933  -0.496
C  0.198  3.556  -0.679
C  -0.144  2.232  -0.810
N  0.805  1.263  -0.774
C  2.092  1.606  -0.610
C  2.473  2.921  -0.476
C  2.996  0.460  -0.589
C  4.373  0.608  -0.510
C  5.174  -0.512  -0.499
C  4.568  -1.753  -0.585
C  3.195  -1.832  -0.667
N  2.394  -0.751  -0.666
C  -1.485  1.744  -1.142
C  -2.625  2.527  -1.174
C  -3.798  1.964  -1.645
C  -3.797  0.645  -2.073
C  -2.641  -0.094  -1.948
N  -1.500  0.439  -1.490
H  -0.535  4.352  -0.726
H  3.502  3.234  -0.353
H  4.798  1.599  -0.465
H  6.249  -0.417  -0.434
H  5.145  -2.667  -0.590
H  2.728  -2.790  -0.756
H  -2.585  3.554  -0.844
H  -4.703  2.553  -1.683
H  -4.687  0.178  -2.468
H  -2.602  -1.136  -2.224
C  -0.617  -2.845  2.846
C  -1.568  -1.715  2.476
O  -2.481  -1.560  3.550
P  -0.674  -0.143  2.222
O  -1.701  0.900  1.717
O  -0.149  0.453  3.567
O  0.495  -0.355  1.242
P  -2.493  -1.929  0.894
O  -3.161  -3.365  0.899
O  -3.502  -0.820  0.956
O  -1.472  -1.953  -0.231
H  -0.288  -2.716  3.878
H  0.255  -2.869  2.199
H  -1.139  -3.798  2.777
H  -3.246  -1.047  3.249
H  -2.564  0.453  1.421
H  0.515  -0.049  4.059
H  -4.051  -3.376  1.278
Cl  0.666  -3.662  -0.405
C  0.021  -3.593  -2.041
Cl  0.216  -1.956  -2.839
H  -1.043  -3.781  -1.999
H  0.564  -4.286  -2.670

Calculated values
Calculated total energy (eV): -89538.645
Net charge: +1
HOMO energy (eV): -10.328
HOMO-LUMO gap (eV): 5.1
Multiplicity: 1



(2)
C4H11NO2 | ωB97M-V/def2-TZVPD

Positions of all 18 atoms, in Å:
C  -0.909  -1.486  -1.745
C  0.451  -0.862  -1.348
C  0.333  0.491  -0.665
O  0.839  1.534  -1.117
N  -0.407  0.500  0.503
C  -0.671  1.763  1.210
H  -0.805  -2.405  -2.251
H  -1.494  -0.807  -2.398
H  -1.541  -1.713  -0.847
H  0.976  -1.517  -0.647
H  1.016  -0.685  -2.175
H  -0.978  -0.274  0.694
H  -0.055  1.785  2.173
H  -0.371  2.571  0.558
H  -1.716  1.825  1.518
O  0.489  -1.467  2.398
H  0.769  -0.711  1.818
H  1.194  -1.541  3.080

Calculated values
Calculated total energy (eV): -9911.695
HOMO energy (eV): -9.789
HOMO-LUMO gap (eV): 10.5
Multiplicity: 1
SMILES: CCC(=O)NC.O



(3)
C14H26IN3O4 | ωB97M-V/def2-TZVPD

Positions of all 48 atoms, in Å:
C  -1.614  -3.406  -2.399
C  -0.039  -3.420  -2.118
C  0.603  -1.939  -2.036
I  0.727  -1.040  -4.012
C  -0.117  -1.027  -0.948
C  -1.467  -0.263  -1.303
C  -1.470  0.686  0.018
N  -2.349  1.887  -0.121
C  0.112  1.022  0.033
C  0.870  2.279  0.614
C  1.096  2.056  2.211
C  2.472  1.291  2.459
C  2.705  0.782  3.948
N  1.502  0.177  4.601
C  0.863  -0.852  3.765
C  -0.749  -0.816  3.722
O  1.471  -1.730  3.118
N  0.829  0.050  -0.533
H  -2.133  -3.226  -1.391
H  -1.886  -2.528  -3.075
H  -1.970  -4.360  -2.893
H  0.160  -4.030  -1.177
H  0.477  -3.950  -2.986
H  1.689  -2.106  -1.695
H  -0.382  -1.590  0.006
H  -1.302  0.331  -2.266
H  -2.387  -0.918  -1.388
H  -1.863  -0.023  0.817
H  -2.107  2.497  0.680
H  -3.325  1.577  -0.029
H  1.916  2.314  0.149
H  0.322  3.263  0.464
H  0.191  1.525  2.654
H  1.145  3.083  2.693
H  3.305  2.055  2.248
H  2.623  0.450  1.712
H  3.092  1.591  4.659
H  3.517  -0.026  3.904
H  1.865  -0.344  5.422
H  -1.096  0.020  4.425
H  -1.215  -1.815  3.975
H  -1.010  -0.465  2.671
H  1.845  0.001  -0.680
C  -1.623  2.507  -6.066
O  -2.254  1.603  -6.682
O  -0.502  2.005  -5.453
O  -1.852  3.721  -5.936
H  -0.685  1.103  -5.779

Calculated values
Calculated total energy (eV): -35695.932
HOMO energy (eV): -6.025
HOMO-LUMO gap (eV): 3.9
Multiplicity: 1



(4)
C11H22NO10PS | ωB97M-V/def2-TZVPD

Positions of all 46 atoms, in Å:
C  -4.915  -1.511  -1.500
C  -3.310  -1.356  -1.295
N  -3.129  -0.335  -0.235
C  -1.712  -0.012  0.090
C  -1.651  -0.218  1.692
O  -0.857  0.827  2.310
C  -0.265  0.282  3.513
C  0.899  1.321  3.947
C  -1.625  1.539  -0.408
O  -2.004  2.552  0.189
O  -0.984  1.576  -1.701
C  -0.482  0.279  -2.185
C  -0.508  -0.551  -0.791
P  -0.080  -2.384  -0.817
O  -0.589  -3.154  0.423
O  -0.697  -3.180  -2.180
O  1.621  -2.529  -0.800
H  -5.411  -1.889  -0.535
H  -5.401  -0.487  -1.719
H  -5.167  -2.212  -2.359
H  -2.976  -2.378  -0.881
H  -2.849  -1.106  -2.305
H  -3.708  0.503  -0.375
H  -1.324  -1.273  1.973
H  -2.736  -0.089  2.052
H  0.252  -0.734  3.345
H  -1.012  0.165  4.376
H  0.475  2.351  4.179
H  1.701  1.346  3.132
H  1.379  0.869  4.884
H  -1.036  -0.214  -3.045
H  0.573  0.562  -2.546
H  0.409  -0.120  -0.233
H  -0.687  -4.142  -1.958
H  1.928  -1.657  -0.436
O  2.630  -0.075  0.411
S  3.869  0.143  -0.286
O  4.785  -0.911  -0.584
O  4.669  1.330  0.470
C  4.913  2.402  -0.444
C  3.774  2.339  -1.448
O  3.543  0.944  -1.657
H  5.877  2.224  -0.927
H  4.943  3.354  0.086
H  4.019  2.833  -2.387
H  2.859  2.775  -1.036

Calculated values
Calculated total energy (eV): -53851.272
HOMO energy (eV): -9.006
HOMO-LUMO gap (eV): 9.3
Multiplicity: 1
SMILES: CCN[C@]1(COCC)C(=O)OC[C@@H]1P(=O)(O)O.O=S1(=O)OCCO1



What did the fourth record say?
C11H22NO10PS | ωB97M-V/def2-TZVPD

Positions of all 46 atoms, in Å:
C  -4.915  -1.511  -1.500
C  -3.310  -1.356  -1.295
N  -3.129  -0.335  -0.235
C  -1.712  -0.012  0.090
C  -1.651  -0.218  1.692
O  -0.857  0.827  2.310
C  -0.265  0.282  3.513
C  0.899  1.321  3.947
C  -1.625  1.539  -0.408
O  -2.004  2.552  0.189
O  -0.984  1.576  -1.701
C  -0.482  0.279  -2.185
C  -0.508  -0.551  -0.791
P  -0.080  -2.384  -0.817
O  -0.589  -3.154  0.423
O  -0.697  -3.180  -2.180
O  1.621  -2.529  -0.800
H  -5.411  -1.889  -0.535
H  -5.401  -0.487  -1.719
H  -5.167  -2.212  -2.359
H  -2.976  -2.378  -0.881
H  -2.849  -1.106  -2.305
H  -3.708  0.503  -0.375
H  -1.324  -1.273  1.973
H  -2.736  -0.089  2.052
H  0.252  -0.734  3.345
H  -1.012  0.165  4.376
H  0.475  2.351  4.179
H  1.701  1.346  3.132
H  1.379  0.869  4.884
H  -1.036  -0.214  -3.045
H  0.573  0.562  -2.546
H  0.409  -0.120  -0.233
H  -0.687  -4.142  -1.958
H  1.928  -1.657  -0.436
O  2.630  -0.075  0.411
S  3.869  0.143  -0.286
O  4.785  -0.911  -0.584
O  4.669  1.330  0.470
C  4.913  2.402  -0.444
C  3.774  2.339  -1.448
O  3.543  0.944  -1.657
H  5.877  2.224  -0.927
H  4.943  3.354  0.086
H  4.019  2.833  -2.387
H  2.859  2.775  -1.036

Calculated values
Calculated total energy (eV): -53851.272
HOMO energy (eV): -9.006
HOMO-LUMO gap (eV): 9.3
Multiplicity: 1
SMILES: CCN[C@]1(COCC)C(=O)OC[C@@H]1P(=O)(O)O.O=S1(=O)OCCO1



Copy entry 2 word for word.
C4H11NO2 | ωB97M-V/def2-TZVPD

Positions of all 18 atoms, in Å:
C  -0.909  -1.486  -1.745
C  0.451  -0.862  -1.348
C  0.333  0.491  -0.665
O  0.839  1.534  -1.117
N  -0.407  0.500  0.503
C  -0.671  1.763  1.210
H  -0.805  -2.405  -2.251
H  -1.494  -0.807  -2.398
H  -1.541  -1.713  -0.847
H  0.976  -1.517  -0.647
H  1.016  -0.685  -2.175
H  -0.978  -0.274  0.694
H  -0.055  1.785  2.173
H  -0.371  2.571  0.558
H  -1.716  1.825  1.518
O  0.489  -1.467  2.398
H  0.769  -0.711  1.818
H  1.194  -1.541  3.080

Calculated values
Calculated total energy (eV): -9911.695
HOMO energy (eV): -9.789
HOMO-LUMO gap (eV): 10.5
Multiplicity: 1
SMILES: CCC(=O)NC.O